Record 1
{
  "formula": "C17H22N2O5",
  "method": "ωB97M-V/def2-TZVPD",
  "elements": ["C", "C", "C", "C", "O", "C", "C", "O", "C", "C", "C", "C", "C", "C", "C", "O", "N", "C", "O", "N", "C", "O", "C", "C", "H", "H", "H", "H", "H", "H", "H", "H", "H", "H", "H", "H", "H", "H", "H", "H", "H", "H", "H", "H", "H", "H"],
  "coordinates": [[-2.6238, 3.7996, -2.5496], [-1.6501, 2.9675, -1.7681], [-0.1869, 3.4011, -2.0362], [0.7125, 2.7835, -0.9471], [2.0348, 3.1322, -1.3965], [3.0594, 2.3017, -0.8154], [3.4248, 1.2583, -1.9484], [2.3037, 0.3908, -2.3349], [1.8068, -0.5619, -1.4457], [2.5800, -1.1557, -0.4346], [1.9783, -2.0137, 0.4725], [0.6330, -2.4084, 0.3128], [0.0563, -3.4781, 1.1857], [-0.9259, -2.9846, 2.2244], [-1.2305, -1.6816, 2.5631], [-0.5954, -0.6561, 1.9661], [-2.2125, -1.4063, 3.4932], [-2.9379, -2.4118, 4.0703], [-3.8159, -2.1203, 4.7964], [-2.7228, -3.7065, 3.7715], [-1.6625, -4.0269, 2.9737], [-1.4471, -5.2170, 2.8220], [-0.1172, -1.8451, -0.7273], [0.4558, -0.9099, -1.5736], [-2.3483, 3.6455, -3.6004], [-3.6490, 3.4309, -2.4196], [-2.5971, 4.8484, -2.2573], [-1.8244, 3.0826, -0.7263], [-1.7289, 1.9211, -2.0479], [-0.1055, 4.4802, -2.0368], [0.0672, 3.0406, -3.0027], [0.5516, 1.7222, -0.8713], [0.5407, 3.2662, 0.0240], [2.7092, 1.7927, 0.1030], [3.9253, 2.9041, -0.5646], [4.2779, 0.6703, -1.6527], [3.7676, 1.8027, -2.8253], [3.6356, -0.8685, -0.3715], [2.5806, -2.5063, 1.2684], [-0.5165, -4.1717, 0.5621], [0.8435, -4.0643, 1.6518], [-0.1473, -1.0450, 1.1727], [-2.3281, -0.5085, 3.8761], [-3.3106, -4.3637, 4.2391], [-1.1689, -2.1109, -0.8324], [-0.0913, -0.4194, -2.3622]],
  "fmax_ha_per_bohr": 0.0816,
  "smiles": "CCCCOCCOc1ccc(Cc2c(O)[nH]c(=O)[nH]c2=O)cc1",
  "gap_ev": 9.2,
  "lumo_ha": 0.019,
  "homo_energy_ev": -8.7119,
  "de_lowest_kcal_mol": 45.4,
  "multiplicity": 1
}

Record 2
{
  "formula": "C17H22N4O4",
  "method": "ωB97M-V/def2-TZVPD",
  "elements": ["O", "C", "C", "N", "C", "C", "C", "N", "C", "O", "C", "C", "C", "C", "C", "N", "C", "C", "C", "C", "C", "C", "N", "O", "O", "H", "H", "H", "H", "H", "H", "H", "H", "H", "H", "H", "H", "H", "H", "H", "H", "H", "H", "H", "H", "H", "H"],
  "coordinates": [[0.4395, 0.4479, 0.8773], [-0.0265, -0.1384, 1.8277], [-1.0399, -1.2820, 1.7248], [-1.4410, -1.6569, 0.3912], [-2.1674, -0.6081, -0.3072], [-2.7542, -1.1472, -1.6085], [-1.6565, -1.7287, -2.5029], [-0.7692, -0.6944, -2.9875], [-0.5961, -0.4255, -4.3027], [-1.1745, -1.0333, -5.1826], [0.3672, 0.6830, -4.5749], [0.0886, 1.5633, -5.7665], [1.2037, 0.5804, -5.8247], [-0.8931, -2.7898, -1.7061], [-0.3540, -2.2081, -0.4026], [0.2802, 0.1304, 3.1384], [1.1385, 1.0738, 3.6621], [1.8640, 1.9454, 2.8407], [2.7196, 2.8855, 3.3710], [2.8890, 2.9976, 4.7471], [2.1895, 2.1560, 5.5780], [1.3154, 1.1941, 5.0607], [0.6412, 0.3756, 6.0160], [0.8573, 0.5696, 7.1919], [-0.1312, -0.4932, 5.6203], [-1.9357, -0.9924, 2.2853], [-0.6092, -2.1619, 2.2153], [-1.5304, 0.2637, -0.5204], [-2.9804, -0.2754, 0.3450], [-3.4688, -1.9377, -1.3782], [-3.2777, -0.3459, -2.1315], [-2.0981, -2.1759, -3.3998], [-0.2660, -0.1624, -2.2962], [0.8156, 1.1402, -3.7018], [-0.8040, 1.3383, -6.3295], [0.3166, 2.6151, -5.6832], [1.0582, -0.3033, -6.4266], [2.2222, 0.9353, -5.7828], [-1.5751, -3.6089, -1.4774], [-0.0660, -3.1806, -2.3002], [0.4188, -1.4562, -0.6232], [0.1140, -3.0056, 0.1824], [-0.1812, -0.4386, 3.8519], [1.7386, 1.8651, 1.7743], [3.2623, 3.5399, 2.7062], [3.5596, 3.7342, 5.1591], [2.2969, 2.2156, 6.6503]],
  "fmax_ha_per_bohr": 0.0276,
  "smiles": "O=C(CN1CCC(NC(=O)C2CC2)CC1)Nc1ccccc1[N+](=O)[O-]",
  "gap_ev": 7.8,
  "lumo_ha": -0.036,
  "homo_energy_ev": -8.7594,
  "de_lowest_kcal_mol": 129.0,
  "multiplicity": 1
}

Record 3
{
  "formula": "C17H22N4O6V",
  "method": "ωB97M-V/def2-TZVPD",
  "elements": ["V", "O", "C", "O", "C", "C", "C", "C", "C", "N", "H", "H", "H", "H", "C", "C", "C", "C", "C", "C", "O", "N", "C", "O", "N", "C", "O", "H", "H", "H", "H", "H", "H", "H", "H", "H", "H", "H", "C", "N", "C", "C", "O", "H", "H", "H", "H", "H", "H", "H"],
  "coordinates": [[0.3069, -0.9764, -0.4590], [3.7306, -1.6852, 1.2877], [2.5881, -1.4023, 0.9735], [2.1500, -1.1103, -0.1895], [1.4706, -1.3832, 1.9953], [1.6692, -1.3722, 3.3634], [0.5619, -1.3440, 4.1967], [-0.6979, -1.3486, 3.6072], [-0.8128, -1.3720, 2.2301], [0.2517, -1.3761, 1.4213], [2.6820, -1.3795, 3.7344], [0.6712, -1.3216, 5.2700], [-1.5865, -1.3331, 4.2138], [-1.7835, -1.3631, 1.7536], [2.0748, 2.4519, 0.7604], [2.0883, 2.8950, -0.7003], [0.7487, 2.7425, -1.4891], [0.9791, 3.2263, -2.9303], [-0.2388, 3.0529, -3.8296], [-0.2824, 3.6193, -0.7951], [-0.4096, 4.8007, -1.0060], [-1.0466, 2.9867, 0.1525], [-0.9582, 1.6409, 0.5281], [-1.5249, 1.2393, 1.5250], [-0.2611, 0.8534, -0.3047], [0.3761, 1.2828, -1.4036], [0.7290, 0.4137, -2.2011], [3.0575, 2.6404, 1.1897], [1.8708, 1.3832, 0.8573], [1.3400, 3.0034, 1.3455], [2.8398, 2.3086, -1.2333], [2.3654, 3.9509, -0.7478], [1.8178, 2.6705, -3.3506], [1.2414, 4.2847, -2.8836], [-0.4816, 1.9994, -3.9509], [-0.0282, 3.4739, -4.8101], [-1.1012, 3.5711, -3.4169], [-1.6943, 3.5562, 0.6858], [-0.7116, -4.0721, -0.3379], [-2.0749, -3.6173, -0.4879], [-3.1372, -4.5767, -0.2773], [-2.3905, -2.3497, -0.8077], [-1.6177, -1.3989, -0.9050], [-0.5543, -4.9624, -0.9512], [-0.4871, -4.3189, 0.7061], [-0.0186, -3.2831, -0.6779], [-2.7186, -5.5762, -0.1994], [-3.8385, -4.5586, -1.1105], [-3.6847, -4.3580, 0.6409], [-3.4696, -2.2065, -0.9802]],
  "fmax_ha_per_bohr": 0.0506,
  "gap_ev": [7.2, 5.5],
  "lumo_ha": [0.002, 0.002],
  "homo_energy_ev": [-7.1752, -5.4569],
  "de_lowest_kcal_mol": 23.2,
  "multiplicity": 2
}

Record 4
{
  "formula": "C17H22N8O2S",
  "method": "ωB97M-V/def2-TZVPD",
  "elements": ["C", "N", "C", "C", "C", "N", "C", "N", "S", "O", "O", "N", "C", "C", "C", "N", "C", "C", "N", "C", "N", "C", "N", "C", "C", "C", "C", "C", "H", "H", "H", "H", "H", "H", "H", "H", "H", "H", "H", "H", "H", "H", "H", "H", "H", "H", "H", "H", "H", "H"],
  "coordinates": [[4.3364, -3.5179, -3.5541], [3.7845, -2.2438, -3.2789], [2.5687, -1.8243, -3.9307], [2.3789, -0.6040, -3.2958], [3.4473, -0.3814, -2.3856], [4.3080, -1.3552, -2.3778], [3.3853, 0.9091, -1.6917], [2.1619, 1.4580, -2.2893], [1.3185, 2.9216, -1.8012], [1.0242, 3.7639, -2.9878], [1.9471, 3.7468, -0.7406], [-0.0585, 2.2033, -1.2338], [-0.4004, 2.2541, 0.2086], [0.4463, 1.3579, 1.0075], [-0.6536, 0.2311, 0.9018], [-0.9719, -0.4690, 2.1737], [-0.3263, -1.7484, 2.4971], [-2.1470, -0.2379, 2.8875], [-1.9469, 0.1415, 4.2359], [-3.0502, 0.2426, 5.1473], [-4.2073, 0.0931, 4.7183], [-4.4688, -0.2033, 3.4232], [-5.6448, -0.1186, 2.8276], [-5.4255, -0.6341, 1.5434], [-4.1200, -0.8625, 1.3533], [-3.3834, -0.4448, 2.5552], [-1.6081, 1.3541, 0.4257], [1.3492, 0.4811, -3.2266], [5.3135, -3.5987, -3.0894], [3.6835, -4.3723, -3.3854], [4.4402, -3.6639, -4.6093], [1.8961, -2.2346, -4.6590], [4.2539, 1.4519, -1.9782], [3.3908, 0.8097, -0.6472], [-0.8379, 2.4392, -1.8319], [-0.4541, 3.3061, 0.5404], [0.6937, 1.7116, 2.0703], [1.4699, 1.2008, 0.5926], [-0.5102, -0.4483, 0.0987], [-0.3955, -2.5852, 1.7242], [0.6628, -1.4503, 2.8241], [-0.8216, -2.0492, 3.4111], [-1.1027, 0.5697, 4.5007], [-2.7211, 0.4807, 6.1583], [-6.2582, -0.8910, 0.8526], [-3.7793, -1.2084, 0.4257], [-2.2436, 1.6659, 1.2581], [-2.2678, 1.1410, -0.4158], [1.1010, 1.0722, -4.2035], [0.4429, 0.1400, -2.7494]],
  "fmax_ha_per_bohr": 0.1069,
  "smiles": "Cn1cc2c(n1)CN(S(=O)(=O)N[C@H]1C[C@H](N(C)c3[nH]cnc4nccc3-4)C1)C2",
  "gap_ev": 8.6,
  "lumo_ha": 0.010,
  "homo_energy_ev": -8.3051,
  "de_lowest_kcal_mol": 126.5,
  "multiplicity": 1
}

Record 5
{
  "formula": "C17H22O3",
  "method": "ωB97M-V/def2-TZVPD",
  "elements": ["C", "O", "C", "C", "C", "C", "C", "C", "C", "C", "H", "H", "H", "H", "H", "H", "H", "H", "H", "H", "H", "C", "C", "C", "C", "C", "O", "C", "C", "O", "C", "H", "H", "H", "H", "H", "H", "H", "H", "H", "H", "H"],
  "coordinates": [[3.5439, 0.4343, 2.7641], [2.1523, 0.7819, 2.6618], [1.2966, -0.1674, 2.3722], [-0.0833, 0.0569, 2.6358], [-0.9806, -1.0348, 2.6938], [-2.3298, -0.8001, 2.8841], [-2.8210, 0.5102, 2.9976], [-4.2952, 0.7502, 3.0868], [-1.9185, 1.5840, 2.9985], [-0.5656, 1.3773, 2.8303], [4.0757, 1.3838, 2.8405], [3.6955, -0.1656, 3.6701], [3.8610, -0.1321, 1.8750], [1.6639, -1.1650, 2.0923], [-0.5671, -2.0362, 2.5739], [-3.0318, -1.6363, 2.9218], [-4.5064, 1.8217, 3.1156], [-4.8164, 0.3214, 2.2224], [-4.7103, 0.2828, 3.9865], [-2.2965, 2.5997, 3.1140], [0.1563, 2.1907, 2.8265], [0.3870, -0.6216, -4.9288], [0.3882, -0.3921, -3.4191], [-1.0432, -0.0772, -2.9580], [0.9216, -1.6416, -2.6923], [1.0454, -1.4575, -1.1623], [0.8595, -2.4077, -0.3872], [1.3906, -0.1443, -0.7107], [1.4740, 1.0128, -1.5546], [1.6573, 2.1530, -1.1070], [1.3303, 0.7756, -3.0728], [1.3982, -0.8444, -5.2891], [-0.2706, -1.4611, -5.1819], [0.0223, 0.2760, -5.4415], [-1.0956, 0.0879, -1.8767], [-1.4021, 0.8241, -3.4697], [-1.7041, -0.9122, -3.2199], [0.2635, -2.4972, -2.8918], [1.9225, -1.8739, -3.0968], [1.6384, -0.0052, 0.3301], [2.3298, 0.5516, -3.4889], [0.9642, 1.6975, -3.5443]],
  "fmax_ha_per_bohr": 0.0322,
  "gap_ev": 4.5,
  "lumo_ha": -0.077,
  "homo_energy_ev": -6.5719,
  "de_lowest_kcal_mol": 53.8,
  "multiplicity": 1
}